[1]
DFT (wB97M-V/def2-TZVPD) results for C10H10O2 in the gas phase at a distorted geometry.

Last column: natural (NBO) charge in e.
Cartesian coordinates (Å):
C (-0.33, -2.33, 2.30)  -0.322
C (-1.05, -1.29, 1.58)  -0.254
C (1.00, -2.00, 2.16)  0.141
C (-0.07, -0.36, 1.13)  0.190
C (-0.32, -0.02, -2.19)  0.146
C (-0.55, 1.37, -1.91)  0.370
C (-0.32, -1.31, -2.06)  -0.492
C (0.58, 2.31, -1.32)  -0.465
C (0.87, 1.71, 0.07)  -0.469
C (-0.31, 0.88, 0.53)  -0.182
O (-1.75, 1.83, -2.21)  -0.557
O (1.15, -0.88, 1.48)  -0.422
H (-0.57, -3.29, 2.71)  0.233
H (-2.11, -1.05, 1.37)  0.237
H (1.80, -2.48, 2.49)  0.189
H (-0.40, -1.72, -1.11)  0.226
H (-0.29, -2.11, -2.79)  0.234
H (1.47, 2.44, -1.95)  0.234
H (-0.02, 3.28, -1.36)  0.238
H (1.79, 1.15, 0.12)  0.236
H (0.85, 2.69, 0.62)  0.234
H (-1.42, 1.17, 0.34)  0.255

Its spin multiplicity is 1. For the molar mass, the calculation gives 162.2 g mol⁻¹. The calculation puts the energy above the lowest of the compared OMol25 structures with the same formula, charge and spin at 670.96 kJ/mol. As for the gap between HOMO and LUMO (spin up / spin down): 8.185 / 6.084 eV. As for the charge: 0. The calculation puts the LUMO energy (spin up / spin down) at -0.48 / -1.03 eV.


[2]
DFT (wB97M-V/def2-TZVPD) results for CH4INP2 in the gas phase at a distorted geometry.

Last column: natural (NBO) charge in e.
Cartesian coordinates (Å):
C (0.67, 0.68, -0.26)  -0.986
P (-1.02, 1.28, -0.61)  1.114
N (-1.78, -0.05, -0.30)  -1.302
P (-3.05, -1.04, -0.45)  0.694
I (-5.18, 0.05, -0.01)  -0.220
H (0.84, 1.46, 0.50)  0.228
H (1.41, 0.67, -1.12)  0.253
H (0.51, -0.22, 0.20)  0.245
H (-3.10, -1.63, 0.95)  -0.026

Its spin multiplicity is 1. For the molar mass, the calculation gives 218.9 g mol⁻¹. The calculation puts the energy above the lowest of the compared OMol25 structures with the same formula, charge and spin at 45.79 kJ/mol. As for the gap between HOMO and LUMO: 7.788 eV. As for the charge: 0. The calculation puts the LUMO energy at -0.82 eV.


[3]
DFT (wB97M-V/def2-TZVPD) results for a molecular structure, C3H4CuO2 at a distorted geometry.

Last column: Löwdin spin population.
Cartesian coordinates (Å):
H (2.31, 0.13, -0.82)  -0.005
O (0.43, 0.84, 0.88)  0.106
O (-0.28, -1.12, 0.53)  0.024
C (-0.41, 1.07, -0.38)  0.677
C (-1.10, -0.26, -0.41)  0.090
C (0.71, -0.41, 1.00)  0.024
H (-1.13, 1.80, 0.02)  0.048
H (-2.14, -0.27, -0.07)  0.020
H (-1.04, -0.80, -1.37)  0.018
Cu (2.65, -0.98, 0.62)  -0.002

Its spin multiplicity is 2. For the molar mass, the calculation gives 135.6 g mol⁻¹. The calculation puts the energy above the lowest of the compared OMol25 structures with the same formula, charge and spin at 437.80 kJ/mol. As for the expectation value of S²: 0.7548. As for the gap between HOMO and LUMO (spin up / spin down): 7.373 / 6.197 eV. As for the charge: 0. The calculation puts the LUMO energy (spin up / spin down) at -0.09 / -1.27 eV.


[4]
DFT (wB97M-V/def2-TZVPD) results for 2 unconnected molecules or ions with the total composition C3H3ClFN2O2 at a distorted geometry.

Last column: natural (NBO) charge in e.
Cartesian coordinates (Å):
C (-0.33, -0.30, -0.36)  0.272
H (1.27, 0.21, 0.97)  0.288
Cl (1.27, -3.18, -0.60)  -0.976
C (0.88, 0.53, 0.00)  -0.589
H (-0.34, -0.91, -1.41)  0.344
H (1.65, 0.31, -0.75)  0.291
N (-1.16, -0.67, 0.83)  0.487
O (-1.33, 0.20, 1.66)  -0.385
O (-1.75, -1.73, 0.81)  -0.296
C (0.63, 1.97, 0.06)  0.314
N (0.46, 3.11, 0.09)  -0.341
F (-1.24, 0.46, -1.30)  -0.408

Its spin multiplicity is 1. For the molar mass, the calculation gives 153.5 g mol⁻¹. The calculation puts the energy above the lowest of the compared OMol25 structures with the same formula, charge and spin at 0.00 kJ/mol. As for the gap between HOMO and LUMO: 6.808 eV. As for the charge: -1. The calculation puts the LUMO energy at 2.45 eV.


[5]
DFT (wB97M-V/def2-TZVPD) results for a molecular structure, CH29AsF6O14 at a distorted geometry.

Last column: natural (NBO) charge in e.
Cartesian coordinates (Å):
C (-1.54, 2.75, -3.62)  -0.202
O (-2.57, 3.60, -3.37)  -0.995
H (-0.90, 2.96, -4.51)  0.068
H (-0.75, 2.73, -2.81)  0.061
H (-1.89, 1.69, -3.59)  0.081
As (0.05, -0.55, -0.33)  2.843
F (-1.24, -0.95, 0.80)  -0.653
F (-1.08, -0.54, -1.68)  -0.637
F (1.23, 0.04, -1.46)  -0.616
F (1.19, -0.50, 1.00)  -0.634
F (0.29, -2.23, -0.68)  -0.636
F (-0.40, 1.11, 0.02)  -0.633
O (-3.59, 2.10, -0.43)  -0.936
H (-3.92, 1.20, -0.35)  0.470
H (-2.68, 2.04, -0.13)  0.461
O (-1.08, -1.94, -3.98)  -0.976
H (-1.77, -2.61, -3.99)  0.461
H (-1.26, -1.41, -3.18)  0.507
O (-1.79, -3.42, 2.76)  -0.945
H (-1.75, -3.88, 1.91)  0.477
H (-2.35, -2.65, 2.59)  0.478
O (0.24, -1.83, 3.88)  -0.959
H (-0.21, -2.19, 3.10)  0.504
H (1.17, -1.99, 3.72)  0.466
O (2.92, 1.03, 2.14)  -0.962
H (3.55, 0.58, 2.71)  0.475
H (2.81, 0.43, 1.38)  0.510
O (-0.19, 4.17, -0.24)  -0.965
H (-0.66, 3.34, -0.37)  0.487
H (-0.87, 4.84, -0.27)  0.476
O (-3.98, -0.51, 0.70)  -0.953
H (-3.18, -0.91, 0.35)  0.492
H (-4.05, -0.85, 1.60)  0.462
O (2.67, 2.29, -0.55)  -0.963
H (2.75, 1.95, 0.35)  0.466
H (1.78, 2.67, -0.59)  0.493
O (2.31, -4.15, -0.43)  -0.971
H (2.90, -3.86, -1.13)  0.465
H (1.55, -3.54, -0.50)  0.496
O (4.24, -0.83, 0.09)  -0.953
H (4.89, -1.51, -0.10)  0.466
H (3.56, -0.95, -0.59)  0.489
O (-1.60, 1.80, 3.19)  -0.992
H (-1.80, 1.30, 2.40)  0.465
H (-0.62, 1.70, 3.33)  0.499
O (0.85, 0.92, 3.97)  -1.008
H (0.69, -0.05, 4.05)  0.491
H (1.47, 0.99, 3.21)  0.497
O (1.85, -1.62, -3.65)  -0.995
H (1.86, -0.97, -2.94)  0.483
H (0.91, -1.82, -3.78)  0.496

Its spin multiplicity is 1. For the molar mass, the calculation gives 454.1 g mol⁻¹. As for the gap between HOMO and LUMO: 3.347 eV. As for the charge: -2. The calculation puts the LUMO energy at 3.91 eV.


[6]
DFT (wB97M-V/def2-TZVPD) results for a molecular structure, C35H48MnN5O2P2Se2 at a distorted geometry.

Last column: Löwdin spin population.
Cartesian coordinates (Å):
Mn (10.89, 13.31, 10.58)  4.698
O (11.25, 17.53, 14.28)  0.001
C (11.88, 18.06, 13.18)  0.001
C (12.34, 19.36, 13.22)  0.000
C (12.92, 19.90, 12.10)  0.000
C (13.27, 19.15, 11.00)  0.000
C (12.89, 17.84, 11.04)  0.001
C (12.16, 17.25, 12.08)  0.002
C (11.61, 15.85, 11.92)  0.007
O (11.82, 15.20, 10.81)  0.057
N (10.89, 15.32, 12.91)  0.001
N (10.10, 14.34, 12.43)  0.035
C (9.10, 13.81, 13.03)  0.021
C (8.36, 12.79, 12.25)  0.007
C (7.25, 12.10, 12.76)  0.002
C (6.46, 11.37, 11.86)  0.003
C (6.73, 11.52, 10.48)  0.003
C (7.85, 12.20, 10.04)  0.007
N (8.63, 12.82, 10.94)  0.031
H (10.86, 16.63, 14.12)  0.000
H (12.01, 19.94, 14.06)  0.000
H (13.28, 20.93, 12.17)  0.000
H (13.78, 19.63, 10.14)  0.000
H (13.03, 17.18, 10.22)  0.000
H (8.76, 14.20, 14.01)  0.001
H (7.11, 12.17, 13.84)  0.000
H (5.52, 10.88, 12.30)  0.000
H (6.13, 10.93, 9.74)  0.000
H (8.17, 12.23, 9.00)  0.001
C (10.22, 12.85, 6.42)  0.008
Se (11.31, 13.52, 7.88)  0.029
C (11.25, 15.50, 7.36)  0.005
C (9.87, 16.08, 7.04)  0.001
Se (8.59, 15.60, 8.45)  0.004
C (7.19, 16.85, 7.85)  0.001
H (10.25, 11.76, 6.33)  0.000
H (10.73, 13.33, 5.54)  0.001
H (9.19, 13.17, 6.61)  0.000
H (11.84, 15.54, 6.49)  0.000
H (11.71, 15.99, 8.20)  0.000
H (9.44, 15.60, 6.17)  0.000
H (9.95, 17.18, 6.96)  0.000
H (7.47, 17.91, 8.01)  0.000
H (6.29, 16.53, 8.32)  0.000
H (6.95, 16.72, 6.80)  0.000
C (13.45, 13.49, 13.45)  0.003
P (13.30, 12.63, 11.78)  0.024
C (13.30, 10.83, 12.25)  0.002
N (14.33, 10.45, 13.00)  0.001
C (14.34, 9.25, 13.59)  0.000
C (15.43, 8.72, 14.37)  0.000
C (15.38, 7.54, 14.95)  0.000
C (14.30, 6.63, 14.74)  0.000
C (13.27, 7.03, 14.00)  0.000
C (13.26, 8.34, 13.34)  0.000
N (12.29, 8.66, 12.46)  0.000
C (12.25, 9.91, 11.96)  0.000
P (10.97, 10.27, 10.70)  0.022
C (9.58, 9.41, 11.59)  0.004
C (11.53, 9.21, 9.24)  0.004
C (11.24, 7.74, 9.44)  0.001
C (12.97, 9.41, 8.84)  0.000
C (10.72, 9.80, 8.06)  0.001
C (14.94, 12.98, 11.05)  0.004
C (15.25, 11.94, 9.97)  0.000
C (14.82, 14.34, 10.32)  0.000
C (16.02, 13.08, 12.12)  0.001
H (14.17, 12.94, 14.10)  0.001
H (12.44, 13.57, 13.87)  0.000
H (13.75, 14.51, 13.38)  0.000
H (16.29, 9.35, 14.41)  0.000
H (16.15, 7.27, 15.64)  0.000
H (14.34, 5.61, 15.06)  0.000
H (12.45, 6.43, 13.71)  0.000
H (8.81, 9.29, 10.87)  0.000
H (9.12, 10.08, 12.43)  0.000
H (9.89, 8.41, 11.98)  0.001
H (11.72, 7.43, 10.35)  0.000
H (11.69, 7.23, 8.55)  0.000
H (10.18, 7.47, 9.45)  0.000
H (13.64, 9.20, 9.70)  0.000
H (13.20, 10.43, 8.52)  0.000
H (13.20, 8.64, 8.07)  0.000
H (9.73, 9.46, 8.13)  0.000
H (11.15, 9.36, 7.16)  0.000
H (10.76, 10.95, 8.10)  0.001
H (14.45, 11.97, 9.21)  0.000
H (15.25, 10.91, 10.39)  0.000
H (16.26, 12.20, 9.50)  0.000
H (14.09, 14.19, 9.49)  0.000
H (15.81, 14.60, 9.84)  0.000
H (14.46, 15.14, 10.97)  0.000
H (15.96, 12.31, 12.84)  0.000
H (15.95, 14.06, 12.66)  0.000
H (17.01, 13.06, 11.62)  0.000

Its spin multiplicity is 6. For the molar mass, the calculation gives 845.6 g mol⁻¹. The calculation puts the energy above the lowest of the compared OMol25 structures with the same formula, charge and spin at 57.60 kJ/mol. As for the expectation value of S²: 8.7548. As for the gap between HOMO and LUMO (spin up / spin down): 7.434 / 7.280 eV. As for the charge: +1. The calculation puts the LUMO energy (spin up / spin down) at -2.93 / -3.09 eV.


> What is the charge in the fourth record?

-1